A molecular structure, C4H9N at a distorted geometry. Source: OMol25; level of theory: ωB97M-V/def2-TZVPD.

electronic energy: -5771.548 eV
HOMO-LUMO gap (spin up / spin down): 9.4 / 9.7 eV
relative energy (zero: lowest compared OMol25 entry of this formula, charge and spin): 471.76 kJ/mol

```
! wB97M-V def2-TZVPD RIJCOSX def2/J DEFGRID3
* xyz 1 2
N 0.66237 0.48856 0.40133
C 0.53202 -0.77324 -0.25124
C -0.96766 -1.06222 -0.14681
C -1.59143 0.18174 -0.11632
C -0.51565 1.23385 0.01636
H 7.52340 -0.03957 0.28630
H 1.18591 -1.52290 0.17450
H 0.66488 -0.72355 -1.32568
H 8.15025 0.22855 0.61271
H -1.42195 -2.00851 -0.39385
H -1.30114 -0.50770 0.93563
H -2.57406 0.30644 -0.54830
H -0.71254 1.98868 0.76271
H -0.36962 1.73112 -0.94636
*
```

Löwdin atomic charge list, values in e, 6 entries:
1 N 0.1092
2 C -0.1622
3 C 0.0240
4 C 0.0295
5 C -0.1586
6 H -0.0029

2 unconnected molecules or ions with the total composition C22H24ClN7O4 at a distorted geometry. Source: OMol25; level of theory: ωB97M-V/def2-TZVPD.

electronic energy: -54348.106 eV
HOMO-LUMO gap: 7.2 eV
structure (SMILES): COc1ccc2c(c1)NC(=O)CN2c1nc(Cl)nc2cccnc12.CNC(=O)[C@H](C)NC(C)=O

```
! wB97M-V def2-TZVPD RIJCOSX def2/J DEFGRID3
* xyz 0 1
O 0.04162 -4.35992 0.29506
O 3.06152 6.30382 0.72140
O -3.53986 -2.86973 -2.02382
Cl 2.84668 2.71850 -5.43863
N 2.26140 2.83024 -2.86271
N -0.77086 2.20236 -0.88346
N 0.51773 2.17898 -4.29351
O 1.09249 0.78598 4.45701
C -0.57478 -3.76558 1.16718
C 2.72274 5.12989 0.67111
C -2.61275 -3.26482 -1.32610
C 1.77758 2.55909 -4.07257
C -2.04420 1.84331 -1.11886
C 1.35746 0.47612 2.01990
C 1.59965 2.62532 3.07888
C 1.61712 1.06132 0.77481
C -2.50378 1.57251 -2.41002
C 1.33885 1.25871 3.18930
C 1.85467 3.21869 1.84161
C 1.84635 2.43836 0.66180
C 1.46425 2.70987 -1.79687
C -1.62308 1.68520 -3.48881
C 0.10520 2.31531 -1.92426
C -0.30367 2.06380 -3.24906
N 2.13547 4.58404 1.78800
N -2.21912 -4.54309 -1.34839
N 2.11430 3.04325 -0.58814
N -1.46726 -2.80309 0.92914
C 0.76934 -0.60040 4.61695
C -0.34236 -4.11226 2.61908
C -2.82870 -5.59077 -2.16459
C 2.98584 4.25708 -0.56347
C -0.76625 -1.51266 -1.04419
C -1.91830 -2.26928 -0.36865
H -2.72980 1.75446 -0.28164
H 1.17973 -0.59149 2.05159
H 1.60391 3.22739 3.98062
H 1.64385 0.44457 -0.11667
H -3.53708 1.27773 -2.56334
H -1.94346 1.48934 -4.50762
H 2.15616 5.13950 2.63485
H -1.40058 -4.77981 -0.79822
H -1.90798 -2.40253 1.74009
H -0.12793 -0.85971 4.04649
H 1.60138 -1.23221 4.29050
H 0.57520 -0.81035 5.67293
H 0.30966 -4.98385 2.67528
H -1.29257 -4.34218 3.09793
H 0.13314 -3.27074 3.11663
H -2.37758 -6.55679 -1.93433
H -3.90034 -5.63707 -1.96405
H -2.68011 -5.36777 -3.22242
H 2.82215 4.88264 -1.44603
H 4.03488 3.95111 -0.55781
H 0.05364 -2.19290 -1.27718
H -0.40949 -0.72341 -0.38501
H -1.12100 -1.06351 -1.97244
H -2.68104 -1.52254 -0.14528
*
```

natural (NBO) atomic charge list, values in e, 6 entries:
1 O -0.6576
2 O -0.5890
3 O -0.6461
4 Cl 0.0356
5 N -0.5065
6 N -0.3923

A molecular structure, C35H45AsKN8S3 at a distorted geometry. Source: OMol25; level of theory: ωB97M-V/def2-TZVPD.

electronic energy: -158616.353 eV
HOMO-LUMO gap: 6.0 eV
relative energy (zero: lowest compared OMol25 entry of this formula, charge and spin): 171.09 kJ/mol

```
! wB97M-V def2-TZVPD RIJCOSX def2/J DEFGRID3
* xyz -1 1
K -0.93425 -0.11709 -0.02941
C -5.51077 -2.99153 0.76348
S -4.70787 -2.28628 2.22886
C -2.97645 -2.35907 1.76901
S -2.45721 -3.32743 0.50508
N -2.23894 -1.73164 2.62666
N -0.96164 -1.49467 2.42125
C -0.15613 -1.68094 3.40850
C 1.25594 -1.46136 3.29659
C 2.09305 -1.74836 4.39403
C 3.45902 -1.64658 4.24893
C 3.97372 -1.25458 3.01836
C 3.07228 -0.94863 2.00729
N 1.76445 -1.04383 2.12859
H -6.48494 -3.35375 1.07435
H -5.61404 -2.23499 -0.01054
H -4.88722 -3.80454 0.40053
H -0.52919 -2.10085 4.35006
H 1.66256 -2.05292 5.33743
H 4.12234 -1.87363 5.07486
H 5.03981 -1.19525 2.84705
H 3.42574 -0.61017 1.04228
N 1.61858 3.03759 -2.95814
N 1.11388 1.84436 -3.58215
H 2.29498 2.73193 -2.26088
H 0.87449 3.51819 -2.44245
H 0.68620 2.13070 -4.46109
H 0.37055 1.42511 -3.01515
C -8.61826 1.24059 -1.66484
C -7.15605 1.56695 -1.56033
C -6.33800 0.97083 -0.61583
C -4.98683 1.27610 -0.53099
C -4.19130 0.56073 0.51724
C -4.40516 2.21372 -1.39458
As -2.47288 2.61906 -1.06660
N -1.59673 1.39672 -2.04926
C -2.03421 0.63559 -3.08870
C -1.77692 -0.75327 -3.05471
C -2.21404 -1.60217 -4.04314
C -2.89812 -1.11314 -5.14748
C -3.10141 0.25367 -5.24696
C -2.68392 1.10377 -4.24744
C -2.68929 4.63704 -1.51005
C -2.22287 5.40688 -2.57337
C -1.38552 4.80416 -3.66493
C -2.57605 6.74800 -2.69404
C -3.37104 7.37012 -1.74976
C -3.83140 8.79090 -1.89946
C -3.74760 6.63023 -0.63851
C -3.40682 5.29603 -0.49940
C -3.84493 4.58877 0.74979
C -5.22757 2.79925 -2.36481
C -4.74331 3.79190 -3.37818
C -6.57639 2.47219 -2.43120
H -8.94563 0.65057 -0.81094
H -8.80786 0.66827 -2.57486
H -9.20964 2.15593 -1.71169
H -6.75123 0.24696 0.07646
H -4.85245 0.10472 1.25119
H -3.51666 1.23767 1.04340
H -3.60142 -0.22353 0.03895
H -1.22263 -1.15248 -2.20474
H -2.03237 -2.66568 -3.94169
H -3.24975 -1.78266 -5.92000
H -3.60081 0.66498 -6.11803
H -2.82952 2.16701 -4.36564
H -1.19382 3.75175 -3.46155
H -0.43181 5.32667 -3.74350
H -1.89009 4.89524 -4.62923
H -2.24057 7.29972 -3.56368
H -3.49773 9.21255 -2.84411
H -3.44866 9.40781 -1.08679
H -4.91983 8.83871 -1.86456
H -4.33901 7.10308 0.13698
H -4.33346 5.28595 1.42948
H -2.97685 4.15432 1.25219
H -4.54565 3.78569 0.51857
H -3.68292 3.66581 -3.54651
H -4.91994 4.81472 -3.04129
H -5.27037 3.65343 -4.32189
H -7.18595 2.94154 -3.19662
S 3.32660 2.14194 -0.13445
C 4.85586 1.58612 0.02728
N 5.88366 2.27792 0.59171
C 7.04684 1.43878 0.77851
C 6.75744 0.27214 -0.18348
N 5.32354 0.36895 -0.35819
H 5.68322 3.05575 1.19684
H 7.11810 1.08913 1.81611
H 7.96246 1.97840 0.52347
H 7.03257 -0.69850 0.23777
H 7.28585 0.40755 -1.13553
H 4.83343 -0.16777 -1.05588
*
```

Löwdin atomic charge list, values in e, 6 entries:
1 K 0.6083
2 C -0.4408
3 S 0.7772
4 C -1.2176
5 S 0.4993
6 N -0.1422

A molecular structure, C29H51N12O4SeTa at a distorted geometry. Source: OMol25; level of theory: ωB97M-V/def2-TZVPD.

electronic energy: -123861.110 eV
HOMO-LUMO gap: 7.5 eV
relative energy (zero: lowest compared OMol25 entry of this formula, charge and spin): 0.00 kJ/mol

```
! wB97M-V def2-TZVPD RIJCOSX def2/J DEFGRID3
* xyz 2 1
Ta 0.06612 -0.10168 0.10098
C 0.32105 1.63786 -4.20269
N 0.04372 0.21475 -4.31383
C -0.26644 -0.20425 -5.67600
C 0.04595 -0.67223 -3.29023
N 0.90678 -0.62819 -2.25289
C 2.20610 -0.04996 -2.61420
C 2.54794 1.10647 -1.71635
N 2.37755 0.72811 -0.29475
C 2.66485 1.92452 0.53287
C 1.75780 1.86867 1.72864
N 0.40968 1.92430 1.14654
C -0.37891 2.88641 1.64671
N -1.22819 3.55252 0.83063
C -2.42489 4.21922 1.32561
C -0.81888 3.95846 -0.51273
N -0.29018 3.29539 2.92841
C -0.50781 4.68569 3.31931
C 0.13152 2.43000 4.02248
C 3.35867 -0.32649 0.07694
C 2.77541 -1.70751 -0.07972
N 1.54258 -1.68137 0.70714
C 1.33080 -2.83891 1.41916
N 1.61902 -4.03890 0.89193
C 1.64605 -4.29817 -0.53837
C 1.99105 -5.18272 1.72085
N 0.93425 -2.79239 2.69588
C 0.06953 -3.80310 3.29311
C 1.49015 -1.82501 3.63701
N -0.84916 -1.68198 -3.40741
C -0.40958 -3.06668 -3.33481
C -2.14366 -1.49432 -4.05122
H -0.50208 2.18645 -4.66152
H 1.24779 1.90112 -4.72048
H 0.36773 1.92835 -3.16426
H 0.48861 0.21766 -6.34106
H -1.24670 0.15150 -5.99698
H -0.22558 -1.28687 -5.75803
H 2.23992 0.29019 -3.64887
H 2.99029 -0.80776 -2.54614
H 1.89408 1.95743 -1.89556
H 3.58042 1.43716 -1.88106
H 2.41721 2.81211 -0.04872
H 3.72838 1.97015 0.78169
H 1.95456 2.70580 2.39949
H 1.91737 0.94977 2.30476
H -2.28390 5.29605 1.43659
H -2.72212 3.79474 2.28158
H -3.22862 4.06240 0.60756
H -0.01366 3.32246 -0.86467
H -0.48721 5.00045 -0.50100
H -1.66157 3.88166 -1.19768
H -0.53707 5.32622 2.44306
H 0.33175 4.99755 3.94156
H -1.42661 4.80741 3.89452
H 0.30402 1.42208 3.67296
H -0.64704 2.40920 4.78632
H 1.04862 2.81123 4.47605
H 3.60927 -0.18182 1.12800
H 4.27516 -0.19568 -0.50646
H 3.48505 -2.43030 0.33396
H 2.60600 -1.98024 -1.11524
H 1.23077 -3.45478 -1.07256
H 1.04642 -5.18413 -0.75070
H 2.66822 -4.47840 -0.87903
H 2.27496 -4.84652 2.71233
H 2.85129 -5.66609 1.25819
H 1.18181 -5.90915 1.79628
H 0.61938 -4.51015 3.91612
H -0.46454 -4.33883 2.51109
H -0.65624 -3.28358 3.91773
H 2.08681 -1.09569 3.09885
H 2.12653 -2.35982 4.34590
H 0.69367 -1.32215 4.17926
H 0.57876 -3.11151 -2.89214
H -0.36317 -3.48534 -4.34497
H -1.10357 -3.66767 -2.74684
H -2.15234 -1.88727 -5.07045
H -2.40244 -0.43811 -4.06498
H -2.89836 -2.02584 -3.47451
O -2.59465 1.82151 -2.43443
C -2.12847 1.34696 -1.44124
O -0.84616 0.95750 -1.31772
C -2.85148 1.07990 -0.16954
C -4.18052 1.33303 0.10520
C -4.66160 0.98187 1.36133
C -3.80437 0.40797 2.29273
C -2.49151 0.18743 1.91669
N -2.04602 0.51656 0.71490
C -1.41391 -0.42266 2.74485
O -1.55558 -0.77867 3.88420
O -0.27437 -0.47644 2.07256
H -4.81460 1.76212 -0.65769
H -5.70180 1.14478 1.60891
H -4.13423 0.11473 3.27946
Se -1.24852 -2.32759 -0.18759
C -2.95978 -1.83562 -0.64662
N -4.03332 -1.54328 -0.94498
*
```

Löwdin atomic charge list, values in e, 6 entries:
1 Ta 1.8307
2 C -0.0317
3 N -0.1236
4 C -0.0241
5 C -0.3979
6 N -0.0150